DFT (the ωB97M-V functional and the def2-TZVPD basis) results for an isolated ion of composition C13H17N2 and charge +1.

Total charge: +1
SMILES: Cc1cc[n+](CN(C)C)c2ccccc12
ΔE to the lowest compared entry with this formula, charge and spin in kJ/mol: 117.7
Maximum force in eV Å⁻¹: 1.83
HOMO in eV: -12.34

```
32
C13H17N2 | OMol25 | the ωB97M-V functional and the def2-TZVPD basis
C -3.8633 4.0329 5.9520
C -2.9110 3.2470 5.1078
C -3.1776 3.1512 3.7476
C -2.2957 2.5140 2.8980
N -1.1601 1.9610 3.3688
C -0.1712 1.5001 2.4199
N -0.0203 0.0538 2.4270
C -1.1764 -0.6048 1.8325
C 1.2338 -0.3679 1.8274
C -0.8713 1.9378 4.7267
C 0.2880 1.2902 5.1714
C 0.6475 1.3720 6.5182
C -0.1949 2.0433 7.4269
C -1.3759 2.6360 6.9950
C -1.7529 2.6157 5.6259
H -3.6124 4.0438 7.0134
H -3.9089 5.0781 5.6160
H -4.8788 3.6306 5.8464
H -4.0668 3.6085 3.3215
H -2.4383 2.4517 1.8196
H 0.8088 1.9195 2.6801
H -0.5008 1.8406 1.4244
H -0.9537 -1.6734 1.7475
H -2.0468 -0.4558 2.4743
H -1.3937 -0.2026 0.8267
H 1.2512 -1.4618 1.7703
H 1.3829 0.0383 0.8099
H 2.0640 -0.0301 2.4561
H 0.8750 0.7029 4.4581
H 1.5752 0.9076 6.8518
H 0.0775 2.0905 8.4832
H -2.0342 3.1293 7.7118
```